C20H21N5O6RhS as an isolated structure, computed with ωB97M-V/def2-TZVPD.

```
54
Properties=species:S:1:pos:R:3:forces:R:3
H 5.575 -0.083 -2.399 0.0 0.0 0.0
C 3.517 -0.505 -2.730 0.0 0.0 0.0
N -0.689 -1.755 2.311 0.0 0.0 0.0
C 1.308 -0.421 0.813 0.0 0.0 0.1
O -7.397 1.201 0.523 0.0 0.0 0.0
C -0.365 -3.141 1.958 0.0 0.0 0.0
C 0.432 -2.490 -0.184 0.0 0.0 0.0
N 1.628 -1.155 2.007 0.0 0.0 0.0
N 0.101 -1.033 0.122 -0.1 0.2 -0.1
O -1.249 1.563 -0.426 0.0 0.0 0.1
C 1.978 1.174 -1.964 -0.1 -0.2 0.0
H -0.107 -3.689 2.863 0.0 0.0 0.0
O -2.063 -0.803 -1.873 -0.1 -0.4 0.2
C 4.327 1.512 -1.659 0.1 0.0 0.0
C -5.208 1.890 0.546 0.0 0.0 0.0
H -1.262 0.007 1.367 0.0 -0.1 0.0
H 2.143 -0.457 0.115 0.0 0.0 0.0
H 2.845 2.883 -0.970 0.0 0.0 0.0
S 0.819 -1.034 -3.101 0.0 0.1 -0.1
H 0.254 -0.097 3.186 0.0 0.0 0.0
H 1.062 0.616 1.047 0.0 0.0 0.0
C 1.923 -2.548 1.654 0.0 0.0 0.0
C -3.472 0.684 -0.585 0.0 0.0 0.0
C -4.838 0.839 -0.221 0.0 0.0 0.0
C 3.022 1.944 -1.477 0.0 -0.2 0.1
O -6.904 2.991 1.624 0.0 0.0 0.0
H -1.898 -1.499 0.639 0.0 0.0 0.0
N -6.621 2.038 0.930 0.0 0.0 0.0
H 1.271 -2.498 -0.873 0.0 0.0 0.0
C -2.499 1.643 -0.143 0.0 0.0 -0.1
H 0.747 -1.671 3.832 0.0 0.0 0.0
Rh -0.358 0.069 -1.508 0.2 0.2 0.1
H 0.981 1.625 -1.874 0.0 0.2 -0.3
N 0.762 -3.186 1.027 0.0 0.0 0.0
C 0.487 -1.130 2.924 0.0 0.0 0.0
C 4.563 0.289 -2.285 0.0 0.0 0.0
H -4.623 3.678 1.585 0.0 0.0 0.0
C -1.042 -1.031 1.124 0.0 0.0 0.1
C 2.204 -0.061 -2.598 0.0 0.1 0.0
H 2.188 -3.095 2.557 0.0 0.0 0.0
H -4.014 -1.029 -1.730 0.0 0.0 0.0
H -0.441 -2.926 -0.668 0.0 0.0 0.0
H 3.715 -1.466 -3.184 0.0 0.0 0.0
O 5.207 3.140 -0.193 0.0 0.0 0.0
C -3.174 -0.408 -1.410 0.1 0.0 -0.2
C -2.957 2.733 0.644 0.0 0.0 0.0
C 5.415 2.388 -1.099 0.0 0.0 0.0
H -1.236 -3.612 1.500 0.0 0.0 0.0
H 2.768 -2.576 0.965 0.0 0.0 0.0
C -4.272 2.851 0.982 0.0 0.0 0.0
H -2.228 3.465 0.963 0.0 0.0 0.0
H -5.585 0.128 -0.549 0.0 0.0 0.0
O 6.634 2.293 -1.654 0.0 0.0 0.0
H 6.626 1.755 -2.454 0.0 0.0 0.0
```
Positions in Å, forces in eV/Å.

Computed properties:
Energy ... -54649.802 eV
Net charge ... +1
Lowest unoccupied orbital energy ... -5.4 eV
HOMO-LUMO gap ... 6.36 eV
HOMO ... -11.74 eV

A 2-piece molecular cluster, C49H53FN5 overall at a distorted geometry, computed with ωB97M-V/def2-TZVPD.

```
108
Properties=species:S:1:pos:R:3:forces:R:3
H 4.896 0.244 0.910 -0.3 0.3 0.0
H 0.166 5.679 -2.606 -0.2 0.0 0.0
C -4.310 1.349 -2.973 0.4 0.4 0.3
H 3.159 6.333 1.907 -0.1 -0.2 0.1
H -1.115 -2.250 -3.251 -0.1 0.1 -0.2
H -4.843 0.348 -6.169 -0.2 0.2 0.1
H -5.132 -3.444 3.434 -0.1 0.0 -0.2
H -1.657 5.291 -4.279 0.1 0.0 0.2
C -0.557 4.882 -2.458 -0.1 -0.1 0.1
H -4.073 -1.697 -3.537 0.3 0.0 0.0
C 5.729 -6.657 2.075 -0.2 -0.1 -0.1
H -4.297 -0.735 -1.422 0.2 -0.1 0.1
H 4.766 -6.869 2.565 0.4 -0.1 -0.1
H -7.699 1.326 -3.057 0.2 0.0 -0.3
C 5.269 -4.254 2.197 0.4 0.0 -0.2
H 5.376 6.051 2.132 0.1 -0.3 0.0
C -4.031 1.009 -4.296 -0.3 -0.1 -0.2
H -4.258 0.768 1.777 0.4 -0.2 0.0
C -2.170 0.381 1.461 0.1 -0.2 0.0
C -5.079 0.686 -5.162 0.1 0.2 0.2
H 0.488 -1.744 -2.099 0.1 0.0 -0.1
H 0.455 0.812 0.706 0.1 0.0 0.3
C -2.345 0.170 -1.898 0.4 -0.2 0.1
H -1.328 2.379 -0.269 0.2 0.3 -0.4
H 0.965 -2.179 0.951 -0.1 0.2 0.6
C 2.550 2.634 2.853 0.0 0.3 -0.1
C -3.470 0.015 1.762 0.1 0.0 0.1
C 2.980 0.429 1.913 0.2 0.2 -0.1
H 5.049 -0.910 2.750 -0.1 -0.1 0.0
H 6.601 -2.740 3.019 -0.3 0.0 0.0
H 8.066 -6.017 2.502 0.0 0.4 0.0
H -5.012 -3.823 1.697 -0.1 0.2 0.1
C -5.628 1.531 -2.559 0.0 -0.2 0.0
N 1.913 1.217 -1.513 1.4 0.2 -1.5
C -3.205 -1.908 -2.899 -0.2 0.0 -0.6
H -3.260 3.421 -3.955 0.4 0.1 0.2
H 6.503 -7.319 2.481 -0.4 0.1 -0.1
H 2.539 -0.726 -1.119 -0.3 0.2 0.2
H -7.216 0.518 -5.386 0.1 0.1 0.1
C 3.050 5.508 2.624 0.0 0.2 0.2
C -2.742 -2.280 2.075 0.5 -0.1 0.0
C -1.553 4.653 -3.405 -0.2 -0.2 0.0
C -3.273 -1.050 -1.645 0.6 0.2 0.5
H -1.929 -1.570 -4.675 0.0 0.0 0.3
C 0.329 1.434 -3.316 -0.1 -0.4 0.3
H -6.201 -0.099 2.930 0.0 -0.2 -0.2
C 5.310 5.002 1.827 0.0 -0.1 -0.1
C 3.107 -3.389 1.460 0.6 -0.3 0.1
H -5.828 1.912 -1.556 0.0 -0.3 -0.3
H -1.920 1.434 1.314 -0.3 -0.3 0.0
N 6.143 -5.289 2.324 -0.2 0.1 0.0
H 1.207 0.990 3.015 0.2 0.0 0.2
C -1.455 -1.894 1.753 -0.4 -0.1 0.0
C 4.215 0.921 1.429 0.2 0.2 0.3
H 3.670 -5.458 1.349 0.1 0.5 0.1
H -7.154 -1.342 2.086 0.3 0.2 0.0
H 5.622 -6.861 0.998 0.0 0.0 0.2
N -1.542 -0.157 -3.122 -0.6 -0.5 -0.5
C 7.524 -5.091 2.724 0.1 0.3 0.2
H 2.019 5.137 2.571 0.4 0.0 -0.1
C -2.276 2.714 -2.170 -0.7 0.1 0.3
H -2.925 -3.317 2.370 0.1 0.4 -0.2
C -6.202 -0.801 2.078 -0.1 0.4 0.0
C 5.626 -2.933 2.579 -0.1 -0.1 -0.1
H -2.990 0.994 -4.625 -0.4 -0.2 0.0
H 2.130 -3.625 1.040 0.3 0.1 0.1
C -3.154 1.486 -1.976 -0.6 0.4 -0.5
C 2.160 1.329 2.619 0.2 0.1 0.0
C -1.111 -0.567 1.364 -0.3 -0.2 -0.2
H -0.142 2.044 -4.089 0.0 -0.1 0.5
H -2.865 -1.588 -0.772 -0.3 0.1 -0.3
C -1.885 -1.535 -3.578 0.3 0.2 0.2
N 4.035 4.488 2.301 -0.1 -0.2 0.1
H 5.394 4.963 0.727 0.0 0.0 0.2
H -1.649 0.300 -1.049 -0.3 -0.1 -0.3
H -6.132 -0.220 1.149 -0.1 -0.1 0.2
C -0.156 0.151 -2.991 0.3 0.0 0.9
H 1.928 3.275 3.485 0.2 -0.3 -0.3
C 1.804 -0.107 -1.634 -0.7 -0.2 0.0
H 6.153 4.447 2.257 -0.2 0.2 0.0
C 4.745 -1.889 2.400 -0.1 -0.2 0.0
C 0.243 -0.214 1.000 -1.0 -0.3 1.4
C -5.464 -3.139 2.429 0.2 -0.3 0.1
H 3.217 5.926 3.628 -0.1 -0.1 -0.2
C 1.335 1.941 -2.493 -0.1 -0.5 0.3
H 7.976 -4.246 2.180 -0.1 -0.4 0.1
N -5.110 -1.755 2.155 0.5 0.2 0.1
H -0.682 -2.654 1.793 -0.2 0.1 0.1
H 7.607 -4.894 3.807 0.0 0.0 -0.3
C -3.811 -1.347 2.028 -0.4 0.0 -0.5
H 1.640 2.987 -2.566 -0.2 -0.3 0.1
C -1.360 3.011 -1.159 0.1 0.2 -0.3
C 0.719 -0.705 -2.282 -0.1 1.0 -0.2
H 5.517 2.606 1.143 -0.3 -0.2 0.1
C 3.468 -2.058 1.804 0.0 -0.3 0.1
C 3.979 -4.452 1.645 -0.5 0.2 -0.1
H 0.250 4.273 -0.535 -0.1 0.1 -0.2
C 1.243 -1.157 1.196 0.7 -0.4 -0.3
C -6.678 1.224 -3.425 0.2 0.1 0.0
C 2.556 -0.942 1.635 -0.3 0.3 -0.7
C -0.488 4.084 -1.313 -0.3 -0.1 0.2
C 4.589 2.246 1.588 -0.2 -0.3 0.0
C 3.738 3.152 2.268 -0.2 0.2 -0.2
C -2.448 3.589 -3.244 0.4 -0.1 0.1
C -6.399 0.786 -4.721 -0.1 -0.1 0.1
F -3.743 1.638 -0.678 0.3 -0.2 -0.5
H -6.555 -3.245 2.372 0.5 0.0 0.0
H -3.209 -2.979 -2.684 -0.1 0.1 0.1
```
Positions in Å, forces in eV/Å.

Computed properties:
Energy ... -61833.755 eV
Net charge ... +1
Lowest unoccupied orbital energy ... -4.0 eV
HOMO-LUMO gap ... 5.51 eV
HOMO ... -9.50 eV

C38H50ClFOP4Sn as an isolated structure at a distorted geometry, computed with ωB97M-V/def2-TZVPD.

```
96
Properties=species:S:1:pos:R:3:forces:R:3
C 1.092 3.301 -3.929 0.3 0.1 0.3
C -0.641 -1.174 4.242 -0.1 0.1 0.1
C -3.312 0.440 -4.502 -0.1 -0.5 0.1
H 3.906 2.122 3.319 -0.1 0.2 -0.2
H 5.601 2.223 0.288 -0.4 -0.1 0.1
C -3.247 -1.669 -3.213 0.3 0.3 -0.5
H -0.713 -1.124 -5.888 0.5 -0.4 -0.3
H 2.095 -3.052 -0.313 -0.2 -0.2 0.2
H 1.580 -4.650 0.347 0.0 0.3 -0.3
C 2.864 3.850 -0.022 0.0 0.1 0.0
H -2.827 2.161 0.139 -0.1 -0.2 0.3
H 3.256 -3.502 2.516 0.2 0.4 0.2
O 2.298 0.428 -1.141 0.9 0.1 -0.5
C -0.581 -0.596 0.393 -1.1 0.0 -8.1
H -4.170 2.183 1.339 0.2 -0.1 -0.3
C -3.316 1.606 0.954 -0.3 0.2 -0.1
H -3.660 0.635 0.575 0.1 0.2 0.2
C 0.298 -4.202 2.873 0.3 -0.3 -0.2
F -0.866 -2.272 8.083 0.1 0.3 -0.8
C 0.122 -1.602 -5.356 0.5 -0.4 0.3
H -2.157 2.163 -2.069 0.3 0.1 -0.4
H -2.033 3.695 2.835 0.4 0.0 -0.1
C 4.709 1.578 0.304 0.1 0.0 0.0
C 1.235 1.012 -0.392 0.4 0.1 -0.4
C 1.313 0.690 2.108 0.1 0.1 0.9
H 2.593 -2.235 3.611 0.0 -0.2 -0.3
H -3.767 0.218 3.724 0.1 0.3 0.0
H 1.983 3.605 -4.479 -0.2 0.1 0.3
C -1.798 -1.844 4.635 0.4 0.1 0.4
Cl -2.673 -2.408 1.600 0.2 0.3 0.1
C -4.549 0.102 -5.011 -0.3 0.0 0.3
H -5.034 0.788 -5.698 -0.1 -0.2 0.1
H -2.575 -2.065 3.890 0.4 0.0 0.6
C 1.259 -1.927 -3.190 -0.4 0.1 -0.4
C -1.254 2.489 -2.599 0.0 -0.3 -0.4
C 3.694 2.986 2.674 -0.1 0.0 0.2
C 2.041 -3.029 -5.209 -0.2 0.2 -0.4
H 0.559 5.286 -3.306 -0.1 -0.2 0.0
H -6.108 -1.371 -5.057 0.3 0.0 0.2
H 0.926 -2.603 -7.042 0.2 -0.2 0.1
H 2.655 3.524 -1.050 0.1 0.0 0.3
H -2.550 1.092 4.696 -0.2 0.0 -0.2
H 3.183 -1.778 1.985 -0.1 -0.3 0.1
C 2.148 -2.798 -3.833 -0.3 0.2 0.1
H 1.965 4.334 0.387 0.2 -0.1 -0.1
H -1.466 4.570 -2.048 0.2 -0.3 -0.2
H -5.014 -2.902 -3.434 0.2 0.3 0.0
H 1.306 -0.301 4.617 -0.3 -0.3 0.5
C 0.099 0.094 -0.498 -0.5 -0.2 2.2
H -0.733 -4.370 2.531 0.3 0.0 0.1
H -2.752 -2.308 -2.474 -0.1 0.1 -0.5
C 0.354 -1.195 6.380 -0.1 -0.1 0.0
C -3.187 1.146 3.804 -0.3 0.4 0.0
H 0.974 1.980 -0.819 -0.1 0.3 -0.2
C 0.256 -1.312 -3.976 0.1 -0.4 -0.9
P -2.165 1.356 2.327 0.3 -0.5 0.3
C 0.751 1.960 -3.907 -0.6 0.0 -0.1
H 4.585 3.635 2.656 -0.3 -0.3 -0.2
H 1.980 0.149 -2.018 0.0 0.3 0.5
H -0.544 2.827 3.351 -0.3 0.0 -0.2
C -1.886 -2.232 5.960 0.4 0.2 0.0
C -1.294 2.930 2.555 -0.2 0.4 0.1
H -2.772 -2.767 6.301 0.5 0.1 0.3
C 1.802 1.273 1.011 0.2 -0.1 0.2
C 1.298 -3.593 0.220 0.1 -0.3 -0.2
H 0.371 -3.524 -0.365 0.2 -0.1 0.2
C -0.802 -1.889 6.776 0.1 -0.3 1.2
H 1.308 -1.763 -2.107 0.0 0.0 -0.5
H 1.738 0.872 3.102 0.4 0.5 -0.5
H 2.857 3.558 3.100 0.2 -0.2 -0.1
P 3.271 2.417 1.011 -0.3 -0.4 -0.2
C -0.475 1.559 -3.331 0.5 0.5 0.2
C 0.285 4.234 -3.270 0.1 -0.1 -0.1
P -0.953 -0.041 -3.930 0.1 0.3 2.8
H 0.914 -5.101 2.739 -0.3 0.0 0.3
C -4.510 -1.978 -3.726 0.2 0.2 0.2
H 3.687 4.582 -0.043 -0.2 -0.3 0.1
H 4.449 1.262 -0.715 0.1 0.1 0.3
H 0.275 -3.902 3.929 0.1 -0.1 -0.3
P 1.042 -2.893 1.868 -0.7 0.8 0.6
H -0.783 3.219 1.624 -0.2 -0.1 0.3
H -2.807 1.377 -4.752 -0.4 -0.2 -0.2
H -1.350 -1.219 -0.151 0.4 0.3 1.0
H 4.923 0.683 0.904 0.0 0.2 -0.1
C 1.030 -2.434 -5.977 0.3 -0.4 0.1
C 2.682 -2.566 2.567 0.4 -0.5 -0.1
C -5.137 -1.114 -4.632 0.1 0.3 -0.2
H 1.169 -0.933 7.054 -0.5 -0.3 0.2
C 0.444 -0.831 5.044 -0.8 -0.4 0.4
Sn -0.470 -0.689 2.307 0.4 -0.1 1.1
H 1.364 1.201 -4.405 -0.1 0.4 0.0
H 2.934 -3.300 -3.263 -0.3 0.2 -0.2
H -3.858 2.012 3.865 0.0 -0.3 0.3
H 2.744 -3.688 -5.715 -0.1 0.1 0.2
C -2.614 -0.488 -3.683 -1.0 0.2 -0.1
C -0.862 3.826 -2.577 0.1 -0.1 0.0
```
Positions in Å, forces in eV/Å.

Computed properties:
Energy ... -100472.241 eV
Net charge ... +2
Lowest unoccupied orbital energy (spin up / spin down) ... -7.0 / -5.4 eV
HOMO-LUMO gap (spin up / spin down) ... 4.96 / 7.08 eV
HOMO (spin up / spin down) ... -12.00 / -12.50 eV

A 2-piece molecular cluster, C7H17NO2 overall at a distorted geometry, computed with ωB97M-V/def2-TZVPD.

```
27
Properties=species:S:1:pos:R:3:forces:R:3
C -0.591 1.975 -1.288 -0.1 -0.1 0.1
H 0.694 -3.382 1.062 0.1 0.1 0.0
C -0.620 -0.454 -1.789 -0.1 0.1 0.2
H 0.726 -2.523 -0.477 -0.1 -0.1 -0.1
H 0.058 1.445 1.914 0.0 0.1 0.1
H 1.787 1.167 1.689 -0.1 -0.1 0.1
H 0.367 -0.521 -2.247 0.1 0.0 -0.1
H -2.007 1.248 0.891 0.0 0.0 0.1
H -1.839 -0.504 0.785 0.0 -0.1 0.0
C 0.977 -1.317 1.280 2.0 -0.4 0.1
N 0.570 0.359 0.205 0.7 0.2 -1.0
C 0.369 -2.479 0.545 0.0 0.2 -0.1
H -0.716 -2.438 0.598 0.0 0.0 -0.1
H -2.761 0.382 -0.440 -0.1 0.0 0.0
H 3.084 -1.154 1.416 -0.3 0.0 0.4
O 2.420 -1.170 0.720 -1.5 -0.4 0.4
C -0.623 0.576 -0.650 0.0 0.2 -0.2
H -1.331 -0.150 -2.557 0.0 0.1 0.0
C -1.884 0.414 0.204 0.2 0.1 -0.2
H 1.430 0.213 -0.358 -1.0 0.3 0.3
H 0.341 2.129 -1.832 0.1 0.0 -0.1
H 1.006 2.390 0.717 -0.2 0.0 0.0
H -0.920 -1.437 -1.448 0.0 -0.1 0.0
C 0.859 1.412 1.182 0.0 -0.1 -0.2
H -1.417 2.077 -1.990 0.0 0.0 -0.1
O 0.717 -1.019 2.414 0.3 -0.1 0.1
H -0.697 2.762 -0.546 0.0 0.0 0.0
```
Positions in Å, forces in eV/Å.

Computed properties:
Energy ... -13119.373 eV
Lowest unoccupied orbital energy ... 0.7 eV
Structure (SMILES) ... CNC(C)(C)C.CC(=O)O
HOMO-LUMO gap ... 9.95 eV
HOMO ... -9.20 eV